{"formula": "C4H13N2O", "method": "the ωB97M-V functional and the def2-TZVPD basis", "elements": ["C", "C", "C", "C", "N", "N", "O", "H", "H", "H", "H", "H", "H", "H", "H", "H", "H", "H", "H", "H"], "coordinates": [[-2.347, 1.753, 0.268], [-1.773, -1.930, -0.331], [3.347, -0.103, 0.693], [-1.580, 0.504, -0.070], [-2.321, -0.608, -0.152], [2.708, 0.341, -0.567], [-0.350, 0.488, -0.218], [-3.258, 1.830, -0.317], [-1.730, 2.633, 0.105], [-2.616, 1.712, 1.326], [-0.698, -1.831, -0.475], [-1.961, -2.545, 0.552], [-2.213, -2.417, -1.203], [4.430, -0.155, 0.573], [3.110, 0.597, 1.491], [2.973, -1.087, 0.973], [-3.319, -0.537, -0.035], [3.041, 1.274, -0.838], [2.894, -0.317, -1.332], [1.662, 0.400, -0.441]], "atomic_forces_ev_per_a": [[0.467, -0.794, 0.353], [0.223, 0.324, 0.014], [0.453, -0.276, 0.702], [-3.475, 5.836, 0.736], [-1.538, -4.892, -0.566], [-0.974, 0.198, -0.134], [6.311, -1.233, -0.821], [-0.342, 0.226, -0.151], [-0.040, -0.019, -0.062], [-0.360, 0.458, 0.302], [-0.160, -0.008, 0.033], [-0.084, -0.086, 0.049], [-0.161, 0.000, 0.039], [-0.170, 0.049, -0.115], [-0.060, 0.040, -0.150], [-0.052, 0.100, -0.166], [-0.187, 0.092, 0.008], [-0.127, -0.311, -0.041], [-0.044, 0.275, 0.129], [0.321, 0.021, -0.156]], "total_charge": 1, "fmax_ev_per_a": 6.8, "e_lumo_ev": [-3.283, -6.122], "s_squared": 2.008, "multiplicity": 3, "total_energy_ev": -9375.3366, "e_homo_ha": [-0.27198, -0.48492]}



{"formula": "C4H4LiO5", "method": "the ωB97M-V functional and the def2-TZVPD basis", "elements": ["O", "C", "O", "O", "C", "H", "C", "H", "H", "H", "C", "O", "O", "Li"], "coordinates": [[0.906, 2.195, 1.026], [1.066, 1.004, 1.249], [1.942, 0.368, 1.834], [0.196, -0.011, 0.404], [-1.177, 0.384, -0.005], [-1.391, 1.336, 0.512], [-1.188, 0.662, -1.497], [-0.433, 1.409, -1.821], [-1.034, -0.257, -2.089], [-2.187, 1.034, -1.782], [1.429, -2.109, 0.254], [0.449, -2.525, 0.794], [2.567, -2.176, -0.029], [-1.146, -1.312, 1.149]], "atomic_forces_ev_per_a": [[-0.954, -0.409, 0.303], [1.016, -0.374, -1.856], [-0.454, -0.446, 0.513], [-0.060, 1.179, 1.069], [0.099, 0.020, 0.184], [0.143, -0.278, -0.130], [-0.163, -0.099, -0.256], [-0.199, -0.211, 0.162], [0.068, 0.221, 0.098], [0.214, -0.009, 0.046], [1.090, -2.196, 2.335], [0.469, 0.618, -1.257], [-1.969, 1.309, -0.689], [0.701, 0.676, -0.523]], "total_charge": -1, "fmax_ev_per_a": 3.4, "e_lumo_ev": [2.421, 2.420], "total_energy_ev": -14656.2493, "e_homo_ha": [-0.09742, -0.09744]}



{"formula": "C10H8N2", "method": "the ωB97M-V functional and the def2-TZVPD basis", "elements": ["C", "C", "C", "C", "C", "C", "C", "C", "C", "C", "H", "H", "H", "H", "H", "H", "H", "H", "N", "N"], "coordinates": [[-3.470, 0.053, 0.012], [-2.799, 1.254, -0.094], [-1.437, 1.222, -0.124], [-0.748, -0.058, -0.002], [-1.493, -1.205, 0.147], [-2.783, -1.206, 0.119], [0.796, -0.042, -0.051], [2.740, -1.185, -0.107], [3.471, -0.036, 0.051], [2.750, 1.176, 0.077], [-4.766, -0.075, -0.098], [-3.228, 2.158, -0.170], [-0.756, 2.111, -0.017], [-0.734, -2.098, 0.064], [-3.335, -2.275, 0.133], [3.282, -1.917, -0.212], [4.488, 0.068, -0.020], [3.394, 2.072, 0.286], [1.368, -1.188, -0.133], [1.416, 1.204, 0.114]], "atomic_forces_ev_per_a": [[-4.239, -2.558, -0.518], [0.844, -2.882, 0.140], [3.682, -1.571, 1.301], [0.310, 4.059, -0.346], [7.719, -2.179, -0.991], [-6.563, -1.199, -0.113], [-1.759, 2.473, 1.084], [-5.118, 8.214, 1.116], [-3.184, 1.156, -0.790], [-0.150, -0.304, 1.469], [4.189, 0.827, 0.500], [-2.010, 2.888, -0.202], [-1.121, -0.786, -0.649], [-2.202, 1.072, 0.593], [0.955, 2.939, 0.038], [4.481, -8.612, -1.059], [2.422, -0.452, 0.084], [-1.317, -0.353, -0.543], [2.558, -1.570, -0.352], [0.505, -1.162, -0.764]], "fmax_ev_per_a": 9.8, "e_lumo_ev": 0.336, "total_energy_ev": -13477.0536, "e_homo_ha": -0.32063}



{"formula": "C24H55IN4O9S", "method": "the ωB97M-V functional and the def2-TZVPD basis", "elements": ["C", "C", "O", "C", "C", "C", "O", "S", "O", "O", "O", "C", "C", "C", "C", "I", "C", "C", "C", "N", "O", "H", "H", "H", "H", "H", "H", "H", "H", "H", "H", "H", "H", "H", "H", "H", "H", "H", "H", "H", "H", "H", "H", "C", "C", "C", "O", "C", "N", "H", "H", "H", "H", "H", "H", "H", "H", "H", "H", "H", "C", "C", "C", "O", "C", "N", "H", "H", "H", "H", "H", "H", "H", "H", "H", "H", "H", "C", "C", "C", "O", "C", "N", "H", "H", "H", "H", "H", "H", "H", "H", "H", "H", "H"], "coordinates": [[6.784, -1.433, -2.003], [5.435, -2.054, -1.684], [4.436, -1.093, -1.395], [4.071, -0.291, -2.485], [2.698, 0.302, -2.227], [2.270, 1.184, -3.385], [1.327, 0.510, -4.270], [0.938, 1.612, -5.336], [-0.318, 1.283, -5.898], [2.065, 1.882, -6.168], [0.774, 2.783, -4.291], [1.539, 2.497, -3.045], [0.475, 2.397, -1.948], [-0.855, 1.663, -2.233], [-1.219, 0.584, -1.206], [-0.791, -1.418, -1.795], [2.443, 3.719, -2.778], [3.963, 3.595, -2.932], [4.669, 3.282, -1.643], [6.077, 3.565, -1.666], [4.113, 2.829, -0.689], [7.546, -2.206, -2.109], [7.068, -0.749, -1.200], [6.768, -0.862, -2.934], [5.093, -2.711, -2.494], [5.521, -2.658, -0.779], [4.052, -0.871, -3.421], [4.796, 0.526, -2.635], [2.735, 0.905, -1.318], [1.975, -0.497, -2.064], [3.143, 1.363, -4.013], [0.929, 1.975, -1.048], [0.226, 3.429, -1.690], [-0.905, 1.251, -3.239], [-1.655, 2.407, -2.182], [-0.731, 0.789, -0.254], [-2.294, 0.598, -1.040], [2.104, 4.494, -3.468], [2.243, 4.088, -1.773], [4.274, 2.858, -3.675], [4.386, 4.536, -3.293], [6.246, 4.347, -1.037], [6.553, 2.772, -1.242], [-2.846, -5.410, -2.437], [-1.671, -5.880, -3.286], [-1.390, -7.385, -3.181], [-0.743, -7.783, -1.989], [-1.589, -8.009, -0.880], [-0.499, -5.064, -2.963], [-2.584, -5.369, -1.379], [-3.142, -4.405, -2.735], [-3.708, -6.070, -2.552], [-1.922, -5.688, -4.334], [-0.707, -7.663, -3.988], [-2.314, -7.962, -3.320], [-2.543, -8.445, -1.192], [-1.784, -7.093, -0.316], [-1.080, -8.714, -0.222], [0.261, -5.285, -3.599], [-0.161, -5.351, -2.048], [-2.584, 4.296, 3.908], [-2.969, 3.462, 2.693], [-1.954, 2.364, 2.359], [-0.779, 2.818, 1.710], [0.241, 3.304, 2.562], [-3.234, 4.357, 1.563], [-1.788, 5.008, 3.687], [-3.442, 4.875, 4.250], [-2.259, 3.656, 4.729], [-3.904, 2.948, 2.933], [-2.421, 1.672, 1.652], [-1.699, 1.787, 3.257], [0.274, 2.740, 3.500], [0.115, 4.365, 2.788], [1.190, 3.175, 2.042], [-3.598, 3.822, 0.781], [-2.344, 4.722, 1.235], [-4.016, -1.469, 6.678], [-2.767, -0.791, 6.126], [-2.795, 0.739, 6.235], [-3.617, 1.384, 5.282], [-4.989, 1.473, 5.615], [-2.537, -1.258, 4.758], [-4.863, -1.358, 6.001], [-3.836, -2.537, 6.799], [-4.295, -1.058, 7.650], [-1.916, -1.123, 6.729], [-1.784, 1.112, 6.045], [-3.075, 1.057, 7.249], [-5.128, 1.611, 6.691], [-5.548, 0.592, 5.291], [-5.393, 2.342, 5.095], [-1.647, -0.908, 4.417], [-3.235, -0.831, 4.154]], "atomic_forces_ev_per_a": [[-0.037, 0.153, -0.131], [0.104, -0.044, 0.118], [-0.092, -0.053, 0.063], [-0.030, 0.108, -0.246], [-0.109, 0.070, 0.104], [0.007, -0.297, 0.060], [0.222, -0.182, 0.116], [0.004, -0.106, -0.143], [-0.065, 0.035, -0.043], [-0.112, 0.019, -0.021], [0.259, 0.095, 0.093], [-0.285, 0.178, -0.086], [-0.206, -0.063, 0.165], [0.027, -0.135, -0.020], [-0.150, 0.561, 0.034], [0.010, -0.178, -0.004], [0.242, -0.009, -0.177], [-0.181, 0.384, 0.042], [0.301, 0.205, -0.624], [0.187, -0.197, -0.061], [-0.471, -0.465, 0.776], [-0.013, 0.021, 0.070], [0.072, -0.093, 0.005], [-0.043, -0.062, 0.016], [0.039, 0.063, -0.026], [-0.058, -0.003, -0.049], [0.004, -0.063, 0.082], [0.017, -0.058, 0.017], [0.081, -0.076, 0.017], [-0.035, 0.068, -0.038], [-0.035, 0.297, 0.019], [0.149, 0.096, -0.044], [0.038, -0.032, 0.034], [0.044, 0.039, 0.008], [0.045, 0.006, -0.071], [-0.008, -0.201, 0.004], [0.038, -0.150, 0.024], [-0.090, -0.064, 0.033], [-0.014, -0.073, 0.007], [0.096, 0.046, -0.014], [-0.029, -0.030, -0.039], [0.054, 0.056, -0.140], [-0.030, 0.088, 0.129], [-0.055, 0.016, -0.036], [-0.052, 0.083, 0.133], [0.031, -0.016, -0.125], [-0.028, 0.006, 0.053], [0.063, -0.024, 0.006], [0.116, -0.068, 0.010], [0.018, -0.019, 0.003], [0.035, 0.016, 0.014], [0.007, -0.008, 0.009], [0.004, -0.041, -0.021], [0.030, -0.003, 0.032], [-0.025, 0.038, 0.013], [-0.017, 0.008, 0.005], [-0.047, -0.002, -0.017], [0.006, -0.002, -0.008], [-0.034, 0.070, -0.045], [-0.028, 0.045, 0.018], [-0.029, 0.018, 0.157], [0.095, 0.182, 0.024], [-0.125, -0.165, -0.092], [0.054, 0.010, 0.004], [0.038, -0.017, -0.105], [0.054, -0.161, -0.088], [0.018, -0.033, -0.079], [-0.005, 0.018, -0.035], [-0.006, -0.001, -0.001], [0.018, -0.057, -0.004], [0.023, 0.016, -0.028], [-0.001, 0.060, 0.041], [-0.003, 0.009, 0.021], [-0.026, -0.012, 0.059], [-0.003, -0.014, -0.003], [-0.075, 0.025, 0.033], [-0.018, 0.058, 0.036], [0.007, -0.030, 0.054], [-0.118, -0.054, -0.064], [0.155, 0.025, 0.007], [-0.064, -0.036, -0.001], [0.015, 0.072, -0.097], [0.059, 0.165, 0.001], [0.004, 0.026, -0.011], [0.003, -0.005, -0.036], [-0.006, 0.009, -0.007], [0.016, 0.037, 0.022], [-0.019, 0.018, -0.038], [-0.028, -0.051, 0.010], [-0.012, -0.013, 0.012], [0.001, -0.022, 0.062], [0.012, 0.012, 0.012], [0.025, -0.081, 0.026], [-0.029, -0.063, 0.003]], "fmax_ev_per_a": 1.0, "e_lumo_ev": 0.504, "total_energy_ev": -69101.5695, "e_homo_ha": -0.33030}



{"formula": "C2H9N3O", "method": "the ωB97M-V functional and the def2-TZVPD basis", "elements": ["N", "C", "C", "O", "H", "H", "H", "H", "H", "N", "N", "H", "H", "H", "H"], "coordinates": [[0.071, -1.836, 0.998], [-0.137, 0.983, 0.636], [1.085, 1.394, 0.256], [1.048, -1.961, -0.070], [0.963, -1.126, -0.591], [0.656, -1.686, 1.822], [-0.500, 1.179, 1.642], [1.449, 1.273, -0.756], [1.734, 1.895, 0.964], [-1.114, 0.336, -0.157], [-0.848, -0.111, -1.462], [-1.564, 0.233, -2.108], [-2.076, 0.366, 0.186], [-0.783, -1.141, 0.551], [0.016, 0.203, -1.911]], "atomic_forces_ev_per_a": [[-1.768, 0.113, -2.026], [-0.382, 0.725, -0.962], [-0.765, -0.288, 0.072], [-0.443, 0.834, -0.388], [0.361, -1.055, 0.758], [-0.925, 0.892, -0.233], [0.063, -0.181, -0.124], [0.057, -0.011, 0.033], [-0.113, -0.181, -0.064], [0.745, 1.445, 1.485], [-0.930, -0.329, -1.835], [0.103, -0.062, 0.433], [0.635, -0.025, -0.828], [3.469, -2.249, 2.627], [-0.106, 0.370, 1.052]], "fmax_ev_per_a": 4.9, "e_lumo_ev": 0.690, "total_energy_ev": -8732.5975, "e_homo_ha": -0.28751}



{"formula": "C5H4S", "method": "the ωB97M-V functional and the def2-TZVPD basis", "elements": ["C", "C", "C", "C", "C", "S", "H", "H", "H", "H"], "coordinates": [[0.127, -0.583, 0.812], [0.503, 0.587, 1.386], [-0.619, -0.142, -0.344], [0.109, 1.737, 0.819], [-0.257, -0.569, -1.583], [-1.224, 1.509, -0.190], [0.554, -1.486, 1.081], [1.206, 0.595, 2.141], [0.475, -1.384, -1.650], [-0.874, -0.265, -2.471]], "atomic_forces_ev_per_a": [[-0.322, 3.471, -0.634], [0.726, -3.251, 1.210], [-0.037, -2.708, -2.494], [-1.957, 4.602, -0.891], [-1.954, -0.563, 0.251], [1.043, 0.042, 0.283], [0.384, -1.952, -0.059], [1.306, 0.069, 1.833], [-0.417, 0.396, -0.290], [1.229, -0.105, 0.791]], "fmax_ev_per_a": 5.1, "e_lumo_ev": [-0.976, -0.979], "total_energy_ev": -16080.1605, "e_homo_ha": [-0.29872, -0.29903]}